[1]
C3H4N4 | ωB97M-V with the def2-TZVPD basis set

CARTESIAN COORDINATES (ANGSTROEM)
C: 0.99 0.69 -0.28
C: 0.46 -0.62 -0.82
C: -0.24 0.74 0.51
H: 1.93 0.40 0.28
H: 1.13 1.35 -0.97
H: 0.96 -1.62 -0.53
H: 0.37 -0.75 -1.84
N: -0.66 -0.44 0.07
N: -1.82 -0.91 0.60
N: -2.01 0.06 1.50
N: -1.10 1.10 1.49

Calculated values
**Net charge**: 0
**HOMO-LUMO gap**: 0.408 Ha
**HOMO**: -0.386 hartree
**ΔE to the lowest compared entry with this formula, charge and spin**: 457.5 kJ/mol
**Lowest unoccupied orbital energy**: 0.62 eV

[2]
C4H8N2O2 | ωB97M-V with the def2-TZVPD basis set

CARTESIAN COORDINATES (ANGSTROEM)
N: 2.18 -0.27 0.69
C: 1.23 -0.26 -0.23
O: 0.72 -1.27 -0.93
C: 0.62 1.05 -0.50
N: -0.32 1.60 0.56
C: -0.86 0.80 -0.55
C: -1.53 -0.48 -0.44
O: -1.62 -0.89 0.99
H: 2.53 -1.16 1.45
H: 2.03 0.57 1.21
H: 1.00 1.66 -1.22
H: -0.33 0.69 1.19
H: -1.21 1.55 -1.20
H: -1.36 -1.31 -1.05
H: -2.66 -0.23 -0.77
H: -2.54 -0.47 1.47

Calculated values
**Net charge**: 0
**HOMO-LUMO gap**: 0.364 Ha
**HOMO**: -0.343 hartree
**ΔE to the lowest compared entry with this formula, charge and spin**: 561.4 kJ/mol
**Lowest unoccupied orbital energy**: 0.59 eV

[3]
C5H8N2 | ωB97M-V with the def2-TZVPD basis set

CARTESIAN COORDINATES (ANGSTROEM)
C: -0.95 1.04 1.77
C: -0.15 0.03 0.98
C: 0.22 0.43 -0.34
C: 0.53 -0.48 -1.33
N: 0.57 -0.10 -2.66
C: 1.00 -1.76 -0.93
N: 0.17 -1.15 1.41
H: -1.20 0.69 2.77
H: -0.37 1.97 1.86
H: -1.87 1.29 1.24
H: 0.28 1.49 -0.57
H: 1.22 -0.59 -3.25
H: 0.55 0.90 -2.82
H: 0.28 -2.41 -0.43
H: -0.29 -1.36 2.30

Calculated values
**Net charge**: 0
**HOMO-LUMO gap (alpha / beta)**: 0.282 / 0.282 Ha
**HOMO (alpha / beta)**: -0.296 / -0.296 hartree
**ΔE to the lowest compared entry with this formula, charge and spin**: 410.6 kJ/mol
**Lowest unoccupied orbital energy (alpha / beta)**: -0.39 / -0.39 eV

[4]
C4H8N2O | ωB97M-V with the def2-TZVPD basis set

CARTESIAN COORDINATES (ANGSTROEM)
N: -2.07 -0.72 0.10
C: -0.89 0.00 0.03
C: 0.31 -0.60 -0.69
C: 1.61 0.20 -0.56
O: 2.12 0.24 0.77
C: -1.04 1.53 -0.02
N: -0.57 1.40 1.16
H: -2.08 -1.55 0.69
H: -2.92 -0.17 0.17
H: -0.39 0.15 1.34
H: 0.02 -0.65 -1.75
H: 0.47 -1.63 -0.33
H: 1.46 1.21 -0.98
H: 2.38 -0.30 -1.17
H: 1.59 0.91 1.24

Calculated values
**Net charge**: 0
**HOMO-LUMO gap**: 0.357 Ha
**HOMO**: -0.329 hartree
**ΔE to the lowest compared entry with this formula, charge and spin**: 519.4 kJ/mol
**Lowest unoccupied orbital energy**: 0.77 eV

[5]
C4H3CdFO5 | ωB97M-V with the def2-TZVPD basis set

CARTESIAN COORDINATES (ANGSTROEM)
O: 3.72 -0.30 0.18
C: 4.86 -0.55 0.18
O: 5.98 -0.77 0.19
O: 0.06 0.60 -0.40
C: -4.21 -0.13 -0.10
C: -1.13 0.62 0.15
O: -5.05 -0.89 0.00
O: -3.55 0.86 -0.31
C: -2.14 0.98 -0.93
Cd: 1.78 0.06 -0.14
F: -1.24 1.60 1.14
H: -1.52 -0.35 0.65
H: -2.15 0.27 -1.77
H: -2.09 2.03 -1.22

Calculated values
**Net charge**: +2
**HOMO-LUMO gap**: 0.375 Ha
**HOMO**: -0.699 hartree
**ΔE to the lowest compared entry with this formula, charge and spin**: 0.0 kJ/mol
**Lowest unoccupied orbital energy**: -8.81 eV

[6]
C32H19Br2N6O5Ru | ωB97M-V with the def2-TZVPD basis set

CARTESIAN COORDINATES (ANGSTROEM)
Ru: 0.65 0.33 0.12
Br: -0.12 -5.31 3.69
C: 0.06 -3.71 2.72
C: -0.65 -2.58 3.11
C: -0.47 -1.43 2.38
N: 0.33 -1.36 1.31
C: 1.00 -2.47 0.93
C: 0.89 -3.66 1.62
C: 1.81 -2.30 -0.30
C: 2.55 -3.33 -0.87
C: 3.25 -3.05 -2.04
Br: 4.24 -4.41 -2.86
C: 3.21 -1.78 -2.59
C: 2.45 -0.82 -1.95
N: 1.77 -1.07 -0.84
H: -1.31 -2.60 3.97
H: -0.99 -0.51 2.64
H: 1.44 -4.54 1.31
H: 2.57 -4.31 -0.44
H: 3.75 -1.55 -3.49
H: 2.36 0.19 -2.34
N: -2.63 1.08 0.89
C: -2.58 -0.03 0.07
C: -3.78 -0.74 -0.13
C: -3.77 -1.83 -0.95
C: -2.59 -2.21 -1.58
C: -1.46 -1.46 -1.34
N: -1.44 -0.40 -0.50
C: -1.75 2.15 1.05
C: -2.32 3.40 1.25
C: -1.51 4.50 1.45
C: -0.14 4.32 1.44
C: 0.35 3.05 1.23
N: -0.43 1.96 1.04
H: -3.58 1.34 1.12
H: -4.68 -0.41 0.36
H: -4.69 -2.39 -1.12
H: -2.54 -3.04 -2.27
H: -0.53 -1.67 -1.84
H: -3.40 3.51 1.22
H: -1.94 5.48 1.57
H: 0.55 5.14 1.55
H: 1.42 2.88 1.20
O: -0.92 4.66 -4.22
C: -0.53 3.69 -3.62
C: 0.29 3.68 -2.34
O: 0.59 4.66 -1.67
C: 0.56 2.29 -2.07
C: -0.04 1.41 -3.00
O: 0.03 0.16 -2.95
C: -0.79 2.23 -4.00
O: -1.49 1.83 -4.90
O: 1.24 1.87 -1.01
N: 6.54 1.16 4.59
C: 5.63 1.06 3.90
C: 4.48 0.93 3.03
C: 4.63 0.99 1.65
C: 3.53 0.84 0.83
C: 2.25 0.61 1.35
C: 2.12 0.59 2.74
C: 3.22 0.74 3.58
H: 5.61 1.17 1.23
H: 3.67 0.94 -0.24
H: 1.15 0.47 3.19
H: 3.09 0.71 4.65

Calculated values
**<S²>**: 0.75
**Net charge**: 0
**HOMO-LUMO gap (alpha / beta)**: 0.189 / 0.186 Ha
**HOMO (alpha / beta)**: -0.248 / -0.247 hartree
**ΔE to the lowest compared entry with this formula, charge and spin**: 0.0 kJ/mol
**Lowest unoccupied orbital energy (alpha / beta)**: -1.61 / -1.66 eV
**Multiplicity**: 2

[7]
C31H49N4O3PRuS | ωB97M-V with the def2-TZVPD basis set

CARTESIAN COORDINATES (ANGSTROEM)
Ru: 0.29 0.49 0.93
O: 4.23 1.27 0.24
C: 3.36 0.83 0.95
O: 2.08 1.02 0.58
C: 3.62 0.20 2.26
C: 4.89 0.39 2.80
C: 5.23 -0.16 4.02
C: 4.30 -0.92 4.72
C: 3.04 -1.12 4.19
C: 2.68 -0.56 2.97
S: 1.06 -0.98 2.42
H: 5.60 0.96 2.23
H: 6.22 0.00 4.43
H: 4.56 -1.35 5.67
H: 2.32 -1.73 4.73
O: -1.66 0.03 0.73
P: -3.04 -0.57 1.16
C: -2.93 -2.39 1.22
C: -1.66 -2.92 1.88
C: -1.45 -4.40 1.52
C: -2.76 -5.20 1.51
C: -3.83 -4.50 2.33
C: -4.19 -3.15 1.70
C: -3.59 0.40 2.63
C: -4.58 -0.26 3.60
C: -3.90 -1.20 4.59
C: -2.84 -0.47 5.40
C: -1.81 0.14 4.46
C: -2.44 1.05 3.42
C: -4.22 -0.24 -0.19
C: -4.12 1.16 -0.80
C: -5.35 1.44 -1.66
C: -6.61 1.55 -0.80
C: -6.52 0.66 0.45
C: -5.68 -0.58 0.20
H: -2.82 -2.60 0.14
H: -1.73 -2.80 2.97
H: -0.80 -2.36 1.54
H: -0.73 -4.82 2.22
H: -0.97 -4.45 0.53
H: -2.58 -6.21 1.89
H: -3.12 -5.33 0.49
H: -3.49 -4.37 3.36
H: -4.73 -5.11 2.38
H: -4.76 -2.57 2.43
H: -4.85 -3.32 0.85
H: -4.13 1.21 2.12
H: -5.40 -0.75 3.08
H: -5.04 0.56 4.17
H: -3.42 -2.03 4.06
H: -4.65 -1.65 5.25
H: -2.37 -1.14 6.11
H: -3.32 0.33 5.99
H: -1.26 -0.67 3.96
H: -1.06 0.70 5.03
H: -1.67 1.43 2.74
H: -2.87 1.93 3.93
H: -3.90 -0.94 -0.97
H: -3.21 1.22 -1.41
H: -4.04 1.93 -0.02
H: -5.45 0.63 -2.38
H: -5.20 2.35 -2.24
H: -7.48 1.26 -1.39
H: -6.77 2.59 -0.50
H: -7.52 0.36 0.78
H: -6.10 1.23 1.29
H: -6.13 -1.16 -0.62
H: -5.73 -1.24 1.07
C: -1.37 3.05 -0.22
N: 0.02 2.60 0.08
C: 0.62 3.54 1.09
N: 0.57 4.91 0.64
C: -0.81 5.30 0.36
N: -1.38 4.43 -0.66
C: -0.67 4.60 -1.93
N: 0.68 4.18 -1.55
C: 0.79 2.78 -1.19
C: 1.35 5.07 -0.60
H: -1.97 2.95 0.69
H: -1.78 2.40 -0.99
H: 1.65 3.23 1.26
H: 0.05 3.44 2.02
H: -0.84 6.34 0.02
H: -1.39 5.21 1.27
H: -0.67 5.63 -2.25
H: -1.06 3.94 -2.70
H: 1.83 2.51 -1.02
H: 0.35 2.17 -1.98
H: 1.31 6.10 -0.95
H: 2.38 4.74 -0.46

Calculated values
**<S²>**: 6.03
**Net charge**: +2
**HOMO-LUMO gap (alpha / beta)**: 0.298 / 0.160 Ha
**HOMO (alpha / beta)**: -0.495 / -0.507 hartree
**Lowest unoccupied orbital energy (alpha / beta)**: -5.36 / -9.44 eV
**Multiplicity**: 5

[8]
C19H43FN | ωB97M-V with the def2-TZVPD basis set

CARTESIAN COORDINATES (ANGSTROEM)
C: 1.48 -4.64 1.17
C: 0.97 -3.07 1.03
C: 2.32 -2.11 1.06
C: 0.00 -2.57 2.25
C: -0.98 -3.73 2.85
N: -1.70 -4.57 1.82
C: -2.43 -3.72 0.79
C: -3.67 -2.82 1.41
F: -3.23 -1.58 2.09
H: 1.78 -4.85 2.29
H: 2.42 -4.76 0.46
H: 0.69 -5.42 0.80
H: 0.47 -2.88 -0.03
H: 2.88 -2.29 0.05
H: 2.01 -0.99 1.24
H: 2.98 -2.43 1.98
H: 0.58 -2.05 3.15
H: -0.69 -1.71 1.80
H: -0.28 -4.48 3.46
H: -1.70 -3.27 3.68
H: -2.94 -4.49 0.04
H: -1.70 -3.08 0.10
H: -4.36 -2.47 0.50
H: -4.40 -3.45 2.11
C: -4.26 4.90 0.29
C: -4.46 3.42 0.05
C: -4.06 2.56 1.25
C: -2.58 2.63 1.65
C: -1.59 2.25 0.54
C: -1.73 0.81 0.07
H: -3.21 5.15 0.44
H: -4.60 5.47 -0.59
H: -4.83 5.25 1.16
H: -3.92 3.10 -0.84
H: -5.52 3.24 -0.16
H: -4.33 1.51 1.05
H: -4.66 2.85 2.12
H: -2.42 1.97 2.51
H: -2.34 3.64 2.00
H: -0.57 2.39 0.93
H: -1.69 2.93 -0.31
H: -1.59 0.11 0.90
H: -0.97 0.59 -0.68
H: -2.71 0.63 -0.38
C: 2.42 3.24 -2.72
C: 2.22 1.75 -2.95
C: 2.62 0.89 -1.75
C: 4.10 0.96 -1.36
C: 5.09 0.58 -2.46
C: 4.95 -0.86 -2.93
H: 3.47 3.48 -2.56
H: 2.07 3.80 -3.59
H: 1.85 3.58 -1.85
H: 2.76 1.43 -3.85
H: 1.15 1.57 -3.16
H: 2.35 -0.16 -1.96
H: 2.02 1.18 -0.88
H: 4.26 0.30 -0.50
H: 4.33 1.97 -1.01
H: 6.11 0.72 -2.08
H: 4.99 1.26 -3.32
H: 5.08 -1.55 -2.10
H: 5.71 -1.08 -3.69
H: 3.97 -1.04 -3.38

Calculated values
**Net charge**: -1
**HOMO-LUMO gap**: 0.164 Ha
**HOMO**: -0.067 hartree
**Lowest unoccupied orbital energy**: 2.64 eV

[9]
C7H14O4 | ωB97M-V with the def2-TZVPD basis set

CARTESIAN COORDINATES (ANGSTROEM)
C: -3.33 1.19 0.12
C: -1.98 -0.90 0.03
C: -0.88 -0.82 -1.04
C: 0.52 -1.41 -0.41
C: 1.16 -0.61 0.71
C: 2.36 0.33 0.54
C: 1.95 1.57 -0.38
H: -2.56 1.57 -0.39
H: -4.35 1.46 -0.34
H: -3.28 1.30 1.20
H: -2.46 -1.92 0.05
H: -1.22 -1.06 -1.96
H: -0.80 0.41 -0.86
H: 0.57 -2.64 -0.36
H: 1.25 -0.98 -1.22
H: 1.54 -1.12 1.79
H: 2.94 0.75 1.52
H: 2.92 1.16 -1.63
H: 0.37 1.27 -0.71
H: 2.44 2.77 0.30
H: 4.16 -0.76 0.53
O: -3.32 -0.23 -0.12
O: -0.04 0.02 1.37
O: -1.26 -0.79 1.41
O: 3.28 -0.55 -0.18

Calculated values
**Net charge**: 0
**HOMO-LUMO gap**: 0.346 Ha
**HOMO**: -0.342 hartree
**ΔE to the lowest compared entry with this formula, charge and spin**: 1329.6 kJ/mol
**Lowest unoccupied orbital energy**: 0.10 eV

[10]
C4H10NOS | ωB97M-V with the def2-TZVPD basis set

CARTESIAN COORDINATES (ANGSTROEM)
C: 0.09 0.84 1.03
C: 0.33 -0.03 -2.30
C: 0.34 -1.10 2.30
C: -0.97 -0.15 -1.63
N: -1.12 0.26 -0.37
O: 0.71 -0.28 1.17
S: 0.96 2.18 0.43
H: 0.20 0.75 -3.03
H: 1.08 0.02 -1.54
H: 0.54 -0.78 -2.99
H: 1.07 -1.83 2.31
H: -0.68 -1.38 2.35
H: 0.42 -0.60 3.26
H: -1.82 -0.54 -2.15
H: 1.91 1.36 -0.31
H: -2.14 0.21 -0.07
H: -0.92 1.09 1.54

Calculated values
**<S²>**: 2.01
**Net charge**: +1
**HOMO-LUMO gap (alpha / beta)**: 0.249 / 0.248 Ha
**HOMO (alpha / beta)**: -0.394 / -0.541 hartree
**ΔE to the lowest compared entry with this formula, charge and spin**: 297.1 kJ/mol
**Lowest unoccupied orbital energy (alpha / beta)**: -3.97 / -7.99 eV
**Multiplicity**: 3

[11]
C12H36O18PV | ωB97M-V with the def2-TZVPD basis set

CARTESIAN COORDINATES (ANGSTROEM)
O: -6.47 3.90 -12.66
V: -6.43 4.92 -13.94
O: -5.40 4.26 -14.98
P: -8.42 6.77 -14.36
O: -7.77 6.38 -13.00
O: -7.38 6.19 -15.41
O: -8.41 8.26 -13.79
O: -9.74 6.00 -14.30
C: -7.76 4.82 -18.15
C: -6.88 6.02 -18.53
O: -5.90 6.06 -17.52
O: -8.81 5.06 -17.25
H: -7.21 3.97 -17.76
H: -8.26 4.44 -19.03
H: -7.52 6.88 -18.70
H: -6.42 6.00 -19.52
H: -6.42 6.06 -16.72
H: -8.39 5.21 -16.40
C: -9.31 2.71 -9.44
C: -8.40 1.91 -10.31
O: -8.96 1.67 -11.53
O: -9.29 4.01 -9.88
H: -9.03 2.73 -8.38
H: -10.27 2.19 -9.43
H: -8.20 0.98 -9.79
H: -7.44 2.40 -10.51
H: -9.33 2.47 -11.91
H: -9.53 4.01 -10.81
C: -5.26 -0.22 -14.79
C: -5.25 -0.50 -13.32
O: -4.94 0.59 -12.41
O: -4.68 -1.29 -15.50
H: -4.78 0.73 -15.03
H: -6.29 -0.01 -15.04
H: -4.72 -1.43 -13.13
H: -6.22 -0.90 -13.03
H: -5.45 1.38 -12.62
H: -5.19 -2.08 -15.30
C: -3.43 7.97 -13.55
C: -4.80 7.34 -13.63
O: -4.91 6.19 -12.95
O: -3.46 8.77 -12.32
H: -3.18 8.47 -14.48
H: -2.63 7.25 -13.42
H: -4.97 7.13 -14.69
H: -5.60 8.05 -13.40
H: -4.45 6.50 -12.17
H: -2.61 9.20 -12.31
C: -8.87 2.02 -14.83
C: -8.96 1.77 -16.35
O: -10.00 2.57 -16.95
O: -8.43 3.31 -14.40
H: -8.38 1.19 -14.33
H: -9.91 1.80 -14.60
H: -9.08 0.75 -16.69
H: -8.01 2.02 -16.83
H: -9.64 3.44 -17.13
H: -9.24 3.78 -14.20
C: -2.57 6.03 -16.03
C: -1.46 5.08 -15.60
O: -0.18 5.37 -16.31
O: -3.11 5.70 -17.35
H: -2.30 7.08 -15.85
H: -3.28 6.01 -15.20
H: -1.74 4.05 -15.81
H: -1.22 5.23 -14.55
H: -0.35 5.51 -17.24
H: -4.05 5.56 -17.28

Calculated values
**Net charge**: -2
**HOMO-LUMO gap**: 0.165 Ha
**HOMO**: -0.014 hartree
**ΔE to the lowest compared entry with this formula, charge and spin**: 319.3 kJ/mol
**Lowest unoccupied orbital energy**: 4.11 eV

[12]
CH10NOSn | ωB97M-V with the def2-TZVPD basis set

CARTESIAN COORDINATES (ANGSTROEM)
C: -1.67 -1.17 -0.83
Sn: 0.23 -0.11 -1.04
N: 1.82 1.27 0.32
H: 0.00 1.07 -2.25
H: 1.31 2.09 0.63
H: 1.24 -1.45 -1.28
H: -2.02 -1.36 -1.86
H: -2.39 -0.51 -0.33
H: -1.54 -2.12 -0.29
H: 2.08 0.69 1.11
H: 2.66 1.58 -0.15
O: -0.30 0.10 1.69
H: -1.04 0.64 2.04
H: -0.37 -0.70 2.25

Calculated values
**Net charge**: -1
**HOMO-LUMO gap (alpha / beta)**: 0.138 / 0.133 Ha
**HOMO (alpha / beta)**: -0.006 / 0.003 hartree
**ΔE to the lowest compared entry with this formula, charge and spin**: 0.0 kJ/mol
**Lowest unoccupied orbital energy (alpha / beta)**: 3.60 / 3.70 eV